Entry 1:
Formula: C5H6GdO5
Source: OMol25
Level of theory: ωB97M-V/def2-TZVPD

The gap between HOMO and LUMO (alpha / beta) is 7.3 / 5.8 eV. The HOMO energy (alpha / beta) is -15.9 / -17.2 eV.

Structure (ORCA input):
```
! RIJCOSX wB97M-V def2-TZVPD def2/J DEFGRID3
* xyz 2 9
H -2.62 -1.20 2.42
O 2.26 3.29 -0.07
C -2.57 -0.69 1.46
C 3.11 4.06 0.11
H -3.44 -0.71 0.80
H 0.54 -1.94 -2.43
C 0.65 -1.42 -1.46
C -0.48 -1.70 -0.47
O -0.32 -0.76 0.58
C -1.43 -0.05 1.12
O 3.99 4.76 0.39
O -1.06 1.19 1.22
Gd 0.68 1.39 0.06
O 0.95 -0.12 -1.62
H 1.62 -1.84 -1.06
H -0.43 -2.73 -0.09
H -1.45 -1.54 -0.96
*
```


Entry 2:
Formula: C33H25GeI2N4O2Ti
Source: OMol25
Level of theory: ωB97M-V/def2-TZVPD

The gap between HOMO and LUMO is 7.1 eV. As for the energy relative to the best compared isomer or geometry (same formula, charge and spin): 24.4 kJ/mol. The HOMO energy is -10.8 eV.

Structure (ORCA input):
```
! RIJCOSX wB97M-V def2-TZVPD def2/J DEFGRID3
* xyz 1 1
Ti 0.87 0.46 -0.88
O 4.60 1.83 0.14
C 3.61 1.20 -0.18
N 2.33 1.67 -0.26
C 2.16 3.11 -0.24
C 1.17 3.47 -1.32
C 0.99 4.77 -1.77
C 0.09 5.00 -2.79
C -0.60 3.93 -3.35
C -0.37 2.67 -2.84
N 0.50 2.44 -1.85
C 3.71 -0.23 -0.64
C 4.90 -0.92 -0.61
C 4.93 -2.21 -1.13
C 3.78 -2.76 -1.65
C 2.61 -2.02 -1.63
N 2.58 -0.78 -1.14
H 3.11 3.62 -0.40
H 1.79 3.47 0.73
H 1.55 5.58 -1.32
H -0.07 6.01 -3.16
H -1.30 4.07 -4.16
H -0.87 1.80 -3.25
H 5.78 -0.43 -0.21
H 5.86 -2.77 -1.13
H 3.77 -3.76 -2.06
H 1.68 -2.42 -2.00
I -2.56 -1.93 -3.78
C -2.88 -0.61 -2.21
C -4.19 -0.30 -1.79
C -4.42 0.56 -0.75
I -6.39 0.96 -0.20
C -3.33 1.16 -0.05
C -3.43 2.03 1.05
C -2.29 2.49 1.66
C -1.04 2.08 1.19
N -0.91 1.28 0.15
C -2.04 0.82 -0.48
C -1.80 -0.05 -1.57
O -0.52 -0.28 -1.89
H -5.02 -0.75 -2.31
H -4.41 2.32 1.42
H -2.34 3.15 2.52
H -0.13 2.39 1.68
Ge 0.75 -0.99 1.33
C -0.67 -0.60 2.61
C -1.97 -1.03 2.39
C -2.99 -0.71 3.28
C -2.71 0.06 4.40
C -1.41 0.49 4.64
C -0.39 0.16 3.75
C 0.61 -2.83 0.67
C -0.41 -3.21 -0.20
C -0.46 -4.50 -0.72
C 0.52 -5.42 -0.37
C 1.53 -5.06 0.51
C 1.58 -3.77 1.02
H 2.09 -0.89 2.10
H -2.20 -1.65 1.52
H -4.00 -1.06 3.10
H -3.50 0.30 5.10
H -1.19 1.07 5.53
H 0.62 0.49 3.95
H -1.17 -2.50 -0.50
H -1.25 -4.78 -1.39
H 0.48 -6.43 -0.77
H 2.29 -5.78 0.79
H 2.38 -3.50 1.70
*
```


Entry 3:
Formula: C6H23NO5
Source: OMol25
Level of theory: ωB97M-V/def2-TZVPD

The gap between HOMO and LUMO is 8.4 eV. As for the energy relative to the best compared isomer or geometry (same formula, charge and spin): 198.0 kJ/mol. The HOMO energy is -8.4 eV. Its structure (SMILES) is CCN[C@@H](C)[C@@H](C)O.O.O.O.O.

Structure (ORCA input):
```
! RIJCOSX wB97M-V def2-TZVPD def2/J DEFGRID3
* xyz 0 1
C 1.45 -0.46 2.37
C -0.02 -0.74 2.17
N -0.73 0.03 1.11
C -0.48 -0.41 -0.28
C -1.38 -1.63 -0.51
C -0.71 0.81 -1.20
C -0.97 0.33 -2.65
O -1.79 1.68 -0.83
H 1.70 0.59 2.52
H 1.69 -1.11 3.22
H 2.08 -0.78 1.52
H -0.67 -0.54 3.02
H -0.16 -1.75 1.77
H -0.73 1.03 1.24
H 0.60 -0.58 -0.34
H -1.58 -2.23 0.37
H -0.83 -2.32 -1.16
H -2.27 -1.36 -1.07
H 0.07 1.57 -1.20
H -0.18 -0.11 -3.25
H -1.28 1.26 -3.15
H -1.86 -0.30 -2.62
H -2.60 1.18 -0.78
O 2.99 -1.56 -0.09
H 3.16 -2.28 -0.70
H 3.66 -0.90 -0.29
O 2.04 4.24 -0.21
H 1.68 3.67 -0.89
H 1.41 3.97 0.47
O -4.25 -1.91 0.40
H -3.71 -2.57 0.84
H -3.80 -1.10 0.64
O 2.25 1.69 0.02
H 2.64 1.75 -0.85
H 2.53 0.85 0.39
*
```


Entry 4:
Formula: C4H10O2
Source: OMol25
Level of theory: ωB97M-V/def2-TZVPD

The gap between HOMO and LUMO is 10.5 eV. As for the energy relative to the best compared isomer or geometry (same formula, charge and spin): 102.0 kJ/mol. The HOMO energy is -9.7 eV. Its structure (SMILES) is CC=O.CCO.

Structure (ORCA input):
```
! RIJCOSX wB97M-V def2-TZVPD def2/J DEFGRID3
* xyz 0 1
C 0.09 0.94 3.05
C -0.08 2.30 3.67
O 0.39 3.31 3.20
H 1.17 0.69 3.00
H -0.32 0.94 2.03
H -0.42 0.15 3.63
H -0.69 2.35 4.61
C 3.01 2.75 -0.94
C 2.36 3.46 0.23
O 1.69 2.48 1.01
H 2.25 2.25 -1.55
H 3.73 2.00 -0.58
H 3.55 3.47 -1.58
H 3.13 3.98 0.84
H 1.65 4.23 -0.13
H 1.26 2.93 1.77
*
```


Q: Which formula does entry 2 have?
A: C33H25GeI2N4O2Ti